1.
Entry from the Open Molecules 2025 dataset: a cluster of 2 separate species, C4H6N in total at a distorted geometry (ωB97M-V/def2-TZVPD).

Last column: Löwdin charge in e.
Positions of all 11 atoms, in Å:
C1 -1.2709 0.5335 0.1046  -0.10
C2 -1.2853 -0.7401 -0.0942  0.15
C3 1.0903 -0.8287 0.0281  0.12
C4 1.1620 0.5510 0.2892  -0.14
N1 -0.0012 1.2525 0.1263  -0.01
H1 -2.1362 1.2286 0.3434  0.18
H2 2.0319 -1.5205 -0.3282  0.17
H3 -2.0290 -1.5805 0.0200  0.14
H4 2.1742 0.8870 0.3438  0.14
H5 -0.1099 -1.6532 -0.2307  0.18
H6 0.3740 1.8702 -0.6023  0.17

## Properties
E	-5721.60308	eV
relative energy (zero: lowest compared OMol25 entry of this formula, charge and spin)	5.197	eV
net charge	+1
HOMO	-14.48	eV
gap between HOMO and LUMO	0.287	Eh

***

2.
Entry from the Open Molecules 2025 dataset: the molecule C12H14N4O2S2 at a distorted geometry (ωB97M-V/def2-TZVPD).

Last column: Löwdin charge in e.
Positions of all 34 atoms, in Å:
C1 -4.1492 -1.0121 3.1549  -0.02
N1 -2.7296 -1.2622 2.9239  0.03
C2 -1.9645 -2.3712 3.1001  -0.55
O1 -2.3534 -3.1826 3.8902  0.09
C3 -0.5840 -2.3942 2.5573  -0.48
C4 0.3748 -1.2727 3.1132  -0.08
C5 0.1990 -0.0793 2.2889  -0.51
O2 0.1627 1.0692 2.8066  0.03
N2 0.2828 -0.0299 0.9185  0.13
C6 0.0479 -1.0445 0.1541  -0.59
N3 0.3500 -0.9864 -1.2047  -0.05
N4 1.3272 -0.2309 -1.8548  0.09
C7 0.9899 0.7620 -2.6219  -0.29
C8 -0.5090 1.0491 -2.7234  -0.04
C9 1.8960 1.7137 -3.2862  -0.46
C10 3.2178 1.8504 -2.9090  -0.08
C11 3.9159 2.9743 -3.6414  -0.14
C12 3.1348 3.5357 -4.6177  -0.40
S1 1.5746 2.7840 -4.6832  1.00
S2 -0.3036 -2.6386 0.8191  1.05
H1 -4.6994 -1.7158 2.5532  0.10
H2 -4.1642 -1.2645 4.1723  0.08
H3 -4.5157 -0.1185 3.0269  0.03
H4 -2.2365 -0.4883 2.4627  0.13
H5 -0.1643 -3.2483 2.9883  0.09
H6 0.2462 -1.1423 4.1765  0.14
H7 1.3688 -1.5456 2.9224  0.12
H8 0.1959 -1.9332 -1.5550  0.12
H9 -0.7140 2.0852 -2.9555  0.06
H10 -1.0539 0.8541 -1.8189  0.06
H11 -1.0274 0.4291 -3.5109  0.11
H12 3.6551 1.2123 -2.0854  0.13
H13 4.8114 3.3148 -3.2902  0.06
H14 3.4179 4.3272 -5.2710  0.06

## Properties
E	-44393.68604	eV
relative energy (zero: lowest compared OMol25 entry of this formula, charge and spin)	4.721	eV
HOMO	-8.98	eV
gap between HOMO and LUMO	0.322	Eh

***

3.
Entry from the Open Molecules 2025 dataset: a cluster of 8 separate species, H18NO7 in total at a distorted geometry (ωB97M-V/def2-TZVPD).

Last column: Löwdin charge in e.
Positions of all 26 atoms, in Å:
N1 4.9198 22.1381 -13.0861  0.26
H1 4.4128 22.2923 -12.1978  0.08
H2 4.4699 21.3307 -13.5088  0.08
H3 5.8953 21.9543 -12.8142  0.08
H4 4.9534 22.9629 -13.6904  0.08
O1 5.8989 20.4126 -15.1925  -0.05
H5 5.4302 19.5732 -15.2338  0.05
H6 6.4688 20.4005 -15.9671  0.05
O2 7.6673 22.3118 -12.4681  -0.04
H7 8.1842 21.5560 -12.7633  0.06
H8 8.3045 22.9056 -12.0604  0.07
O3 2.4514 21.0825 -14.1528  -0.04
H9 1.8249 20.3749 -14.3324  0.06
H10 2.4067 21.6439 -14.9327  0.05
O4 5.6561 24.8216 -9.4562  -0.05
H11 5.4464 24.5414 -10.3534  -0.02
H12 4.8829 24.6434 -8.9163  0.03
O5 3.3111 22.5820 -10.8135  -0.03
H13 2.3626 22.4273 -10.8436  0.07
H14 3.4827 22.9501 -9.9414  0.06
O6 5.7495 24.1984 -15.0067  -0.04
H15 5.1506 24.8164 -15.4390  0.07
H16 6.0885 23.6486 -15.7200  0.07
O7 4.7788 25.0641 -12.2100  -0.04
H17 4.0060 25.6329 -12.2681  0.07
H18 5.2584 25.2049 -13.0325  0.03

## Properties
E	-16109.96040	eV
relative energy (zero: lowest compared OMol25 entry of this formula, charge and spin)	1.416	eV
net charge	+1
HOMO	-13.63	eV
gap between HOMO and LUMO	0.393	Eh

***

4.
Entry from the Open Molecules 2025 dataset: a structure of composition C43H37ClCrN5O5S at a distorted geometry (ωB97M-V/def2-TZVPD).

Last column: Löwdin charge in e.
Positions of all 93 atoms, in Å:
Cr1 0.7917 -0.4833 0.7238  0.89
O1 0.3064 -1.2270 2.4282  -0.16
C1 -0.7815 -1.0688 3.1292  -0.34
C2 -1.1373 -2.0430 4.0796  -0.02
C3 -2.2577 -1.9047 4.8774  -0.12
C4 -3.0552 -0.7687 4.7670  -0.14
C5 -2.7251 0.2014 3.8370  -0.08
C6 -1.6190 0.0824 2.9889  -0.16
C7 -1.3974 1.1144 1.9904  -0.13
N1 -0.5027 1.0578 1.0565  -0.13
N2 -0.4657 1.9985 0.1047  0.05
C8 0.1362 1.4403 -1.0749  -0.55
O2 1.1704 0.7355 -0.6175  -0.22
C9 0.6049 1.2042 -3.3143  -0.25
C10 -0.4771 3.0561 -2.8672  -0.18
C11 -0.1935 4.2398 -3.4927  -0.10
C12 0.9027 3.9375 -4.4104  -0.14
C13 1.6447 2.6899 -4.7425  -0.12
C14 1.5489 1.2699 -4.2233  -0.05
H1 -0.5016 -2.9174 4.1469  0.11
H2 -2.5175 -2.6874 5.5813  0.09
H3 -3.9297 -0.6481 5.3955  0.08
H4 -3.3493 1.0851 3.7376  0.10
H5 -2.0885 1.9562 1.9555  0.12
H6 -1.3258 2.0663 -1.6878  -0.01
H7 -0.6185 5.2122 -3.3279  0.07
H8 1.2456 4.7908 -4.9908  0.06
H9 2.3941 2.8341 -5.5150  0.04
H10 2.1622 0.4602 -4.5922  0.10
C15 2.0194 1.2407 4.5119  -0.08
C16 1.5467 2.2549 3.4657  -0.18
C17 2.5430 2.5406 2.3668  -0.15
C18 2.9256 3.8578 2.1440  -0.06
C19 3.8665 4.1840 1.1833  -0.10
C20 4.4810 3.1673 0.4752  -0.06
C21 4.1320 1.8338 0.6676  -0.15
C22 4.8767 0.8040 -0.1575  -0.19
C23 4.2143 0.5536 -1.5169  -0.08
C24 3.1021 1.5248 1.5774  -0.15
N3 2.5806 0.2061 1.6205  0.01
C25 3.3593 -0.7907 1.9214  -0.09
C26 3.0609 -2.0603 1.3872  -0.32
C27 3.6612 -3.3232 1.4757  -0.06
C28 2.9968 -4.1280 0.5545  -0.10
C29 2.0200 -3.3194 -0.0568  -0.13
N4 2.0583 -2.0843 0.4402  -0.01
H11 1.2579 1.1251 5.2856  0.07
H12 2.9511 1.5691 4.9818  0.07
H13 2.1767 0.2660 4.0570  0.05
H14 1.3127 3.1974 3.9671  0.10
H15 0.6240 1.8818 3.0251  0.08
H16 2.4677 4.6431 2.7351  0.10
H17 4.1285 5.2187 0.9972  0.09
H18 5.2456 3.4041 -0.2572  0.11
H19 4.9422 -0.1461 0.3682  0.08
H20 5.8949 1.1727 -0.3114  0.10
H21 3.1805 0.2435 -1.3756  0.05
H22 4.7438 -0.2326 -2.0610  0.07
H23 4.2036 1.4639 -2.1206  0.07
H24 4.2533 -0.6265 2.5259  0.15
H25 4.4683 -3.6015 2.1376  0.09
H26 3.1896 -5.1680 0.3418  0.08
H27 1.2962 -3.5917 -0.8088  0.09
Cl1 -0.4562 1.6978 -2.4395  0.70
C30 -1.6358 0.8253 -2.7971  -0.34
C31 -3.0020 1.1306 -2.2910  -0.06
C32 -4.1509 0.7504 -2.8708  -0.12
C33 -4.1205 -0.1898 -3.9678  -0.12
C34 -2.9604 -0.7553 -4.3237  -0.07
C35 -1.7349 -0.4466 -3.6038  -0.25
C36 -0.6969 -1.3026 -3.5667  0.06
H28 -2.9085 1.9010 -1.5236  0.11
H29 -5.1057 1.1373 -2.5365  0.08
H30 -5.0449 -0.4340 -4.4793  0.09
H31 -2.9038 -1.4743 -5.1326  0.10
H32 0.1418 -1.1354 -2.9033  0.06
H33 -0.7067 -2.2521 -4.0927  0.06
O3 -2.2318 -5.6327 -0.2860  -0.33
S1 -2.3415 -4.4854 -1.1558  0.62
O4 -2.5318 -4.7949 -2.5530  -0.34
N5 -1.1285 -3.4422 -0.9187  -0.02
C37 -1.5641 -2.3055 -0.4038  -0.46
O5 -0.8807 -1.3273 -0.0368  -0.04
C38 -3.0512 -2.2391 -0.2232  -0.12
C39 -3.7855 -1.1827 0.2820  0.01
C40 -5.1558 -1.3579 0.4239  -0.07
C41 -5.7633 -2.5607 0.0702  -0.09
C42 -5.0161 -3.6149 -0.4450  -0.05
C43 -3.6575 -3.4224 -0.5838  -0.20
H34 -3.2871 -0.2609 0.5534  0.11
H35 -5.7591 -0.5522 0.8241  0.10
H36 -6.8325 -2.6791 0.2000  0.09
H37 -5.4740 -4.5592 -0.7101  0.11

## Properties
E	-114636.36867	eV
spin multiplicity	4
net charge	-2
HOMO (spin up / spin down)	-0.78 / -0.46	eV
gap between HOMO and LUMO (spin up / spin down)	0.192 / 0.180	Eh

***

5.
Entry from the Open Molecules 2025 dataset: a structure of composition C8H18N2P at a distorted geometry (ωB97M-V/def2-TZVPD).

Last column: Löwdin charge in e.
Positions of all 29 atoms, in Å:
C1 2.7476 1.2271 0.1222  -0.26
C2 1.4001 -1.8954 0.4876  -0.38
C3 3.3911 2.0715 -0.8709  -0.05
C4 -3.2055 -0.0381 -1.7835  -0.03
C5 -1.0850 -0.4347 2.2193  0.01
C6 -2.2516 0.4895 -0.6135  -0.22
C7 -1.1766 -0.4189 -0.2687  -0.14
C8 0.9380 -0.0386 1.0496  -0.26
N1 1.6009 0.6929 -0.0008  0.00
N2 -0.4697 0.1014 1.0110  -0.14
P1 2.5899 -2.0545 -0.6058  0.88
H1 3.3621 0.8049 0.9584  0.14
H2 0.6782 -2.5069 1.0007  0.01
H3 4.0293 1.3984 -1.4533  0.10
H4 3.7966 2.9053 -0.2617  0.11
H5 2.6441 2.5519 -1.4340  0.06
H6 -2.6039 0.1463 -2.5760  0.03
H7 -3.5760 -1.0936 -1.7145  0.11
H8 -4.0281 0.6227 -1.8117  0.06
H9 -1.1959 -1.4568 2.0943  0.08
H10 -0.7024 -0.2615 3.1908  0.11
H11 -2.0435 -0.0268 2.1566  0.09
H12 -3.0198 0.6367 0.1816  0.13
H13 -1.8224 1.4117 -0.8002  0.10
H14 -1.5515 -1.4426 0.1262  0.16
H15 -0.4436 -0.6883 -1.0071  0.12
H16 1.3379 0.1852 1.9995  0.12
H17 -0.8329 1.1114 0.9041  0.21
H18 2.4883 -3.3708 -0.8908  -0.15

## Properties
E	-20845.57623	eV
relative energy (zero: lowest compared OMol25 entry of this formula, charge and spin)	2.261	eV
net charge	+1
HOMO	-13.06	eV
gap between HOMO and LUMO	0.363	Eh

***

6.
Entry from the Open Molecules 2025 dataset: the ion C3H7IN with charge +1 at a distorted geometry (ωB97M-V/def2-TZVPD).

Last column: Löwdin charge in e.
Positions of all 12 atoms, in Å:
I1 2.6503 -0.6037 -1.8519  0.87
C1 1.6515 0.3257 -0.1582  -0.60
N1 0.2959 0.3172 -0.5079  -0.24
C2 -0.6551 -0.8756 -0.5338  -0.04
C3 -0.7361 0.1617 0.5525  -0.02
H1 1.9229 1.3012 -0.0504  0.04
H2 1.9793 -0.2418 0.7954  0.13
H3 0.2106 0.9730 -1.5732  0.30
H4 -0.0957 -1.8108 -0.4181  0.12
H5 -1.2294 -0.9249 -1.5334  0.16
H6 -1.6459 0.7432 0.5081  0.13
H7 -0.5219 -0.1854 1.5718  0.15

## Properties
E	-12805.50020	eV
relative energy (zero: lowest compared OMol25 entry of this formula, charge and spin)	2.989	eV
net charge	+1
HOMO	-13.99	eV
gap between HOMO and LUMO	0.357	Eh

***

7.
Entry from the Open Molecules 2025 dataset: a structure of composition C4Cl2IrO4Sc at a distorted geometry (ωB97M-V/def2-TZVPD).

Last column: Löwdin charge in e.
Positions of all 12 atoms, in Å:
Sc1 -0.0631 2.3516 -2.3791  1.06
Ir1 -0.8045 -3.1215 2.8368  1.33
Cl1 0.1085 0.5110 -3.7034  0.29
Cl2 -1.4133 -1.0694 3.6522  0.51
C1 0.4606 -3.3533 4.1813  -0.23
C2 0.5467 3.6164 -4.0270  0.01
C3 0.3321 4.2637 -1.6098  0.04
O1 1.2748 -3.4055 5.0141  0.30
O2 0.8899 4.4238 -4.8024  0.30
O3 0.4806 5.3657 -1.2401  0.31
O4 -0.9090 -5.1640 0.5851  0.29
C4 -0.9033 -4.4184 1.4924  -0.19

## Properties
E	-60867.11538	eV
relative energy (zero: lowest compared OMol25 entry of this formula, charge and spin)	0.000	eV
spin multiplicity	5
net charge	+4
HOMO (spin up / spin down)	-24.57 / -24.95	eV
gap between HOMO and LUMO (spin up / spin down)	0.300 / 0.199	Eh

***

8.
Entry from the Open Molecules 2025 dataset: a structure of composition C36H32BrCeP2 at a distorted geometry (ωB97M-V/def2-TZVPD).

Last column: Löwdin charge in e.
Positions of all 72 atoms, in Å:
C1 -1.2797 3.9757 -0.5903  -0.13
C2 -0.0978 3.4424 -0.0425  -0.40
C3 1.1094 4.1302 -0.2381  -0.09
C4 1.1212 5.3647 -0.8847  -0.06
C5 -0.0720 5.9275 -1.3403  -0.07
C6 -1.2794 5.2450 -1.1613  -0.09
P1 -0.1688 1.7679 0.7392  1.05
C7 1.3142 1.9479 1.8308  -0.38
C8 2.4734 1.1954 1.5513  -0.15
C9 3.6249 1.3827 2.3178  -0.07
C10 3.6278 2.3048 3.3694  -0.05
C11 2.4822 3.0547 3.6529  -0.04
C12 1.3267 2.8573 2.8945  -0.07
Ce1 1.0848 -0.9021 -1.4039  0.76
P2 -0.7401 1.0257 -2.4858  1.08
C13 0.4153 2.1535 -3.3583  -0.33
C14 -0.0398 3.1491 -4.2426  -0.08
C15 0.8673 4.0263 -4.8462  -0.04
C16 2.2326 3.9606 -4.5494  -0.03
C17 2.6679 3.0162 -3.6159  -0.05
C18 1.7822 2.1267 -3.0080  -0.12
C19 -0.5299 -0.6616 -3.1237  -0.44
C20 -1.0871 -1.6314 -2.2324  -0.17
C21 -0.4040 -2.8349 -2.0035  -0.17
C22 0.6338 -3.2438 -2.8648  -0.04
C23 1.1305 -2.3371 -3.8115  -0.04
C24 0.6343 -1.0147 -3.8630  -0.14
C25 -2.5085 1.3002 -2.8413  -0.34
C26 -3.4619 1.2444 -1.7948  -0.09
C27 -4.8227 1.3647 -2.0985  -0.05
C28 -5.2557 1.5451 -3.4179  -0.03
C29 -4.3111 1.5576 -4.4500  -0.04
C30 -2.9426 1.4288 -4.1738  -0.08
C31 -1.5524 2.0930 1.9748  -0.35
C32 -1.9249 3.3990 2.3455  -0.11
C33 -2.9801 3.6245 3.2320  -0.06
C34 -3.6552 2.5465 3.8010  -0.06
C35 -3.2630 1.2404 3.4871  -0.07
C36 -2.2216 0.9997 2.5790  -0.09
H1 -1.9769 -1.4174 -1.6491  0.15
H2 -0.6517 -3.3672 -1.0905  0.12
H3 1.0225 -4.2670 -2.7789  0.16
H4 1.9059 -2.6512 -4.5236  0.16
H5 1.1911 -0.2217 -4.3582  0.14
H6 -1.1078 3.2600 -4.4421  0.07
H7 0.4998 4.7887 -5.5362  0.12
H8 2.9424 4.6517 -5.0194  0.13
H9 3.7203 2.9774 -3.3448  0.12
H10 2.1670 1.4658 -2.2090  0.08
H11 -3.1317 1.1285 -0.7550  0.10
H12 -5.5568 1.3158 -1.2947  0.12
H13 -6.3236 1.6462 -3.6425  0.13
H14 -4.6354 1.6686 -5.4841  0.12
H15 -2.2125 1.4487 -4.9928  0.11
H16 -1.3803 4.2586 1.9463  0.11
H17 -3.2643 4.6456 3.4684  0.11
H18 -4.4842 2.7181 4.4858  0.12
H19 -3.7675 0.3940 3.9552  0.11
H20 -1.9087 -0.0263 2.3384  0.08
H21 2.4624 0.4163 0.7692  0.02
H22 4.5131 0.7867 2.0977  0.11
H23 4.5269 2.4310 3.9727  0.12
H24 2.4785 3.7838 4.4644  0.12
H25 0.4228 3.4066 3.1463  0.10
H26 2.0431 3.7153 0.1438  0.11
H27 2.0681 5.8962 -1.0215  0.12
H28 -0.0630 6.8836 -1.8744  0.12
H29 -2.2176 5.7047 -1.4821  0.11
H30 -2.2111 3.4107 -0.5247  0.10
H31 -1.8329 5.6505 -4.3554  0.07
H32 -2.0734 5.2025 -3.8039  0.04
Br1 0.4646 -1.8128 1.1185  0.27

## Properties
E	-139384.42759	eV
relative energy (zero: lowest compared OMol25 entry of this formula, charge and spin)	0.000	eV
spin multiplicity	2
net charge	+2
HOMO (spin up / spin down)	-13.16 / -13.16	eV
gap between HOMO and LUMO (spin up / spin down)	0.189 / 0.190	Eh